1.
12
Properties=species:S:1:pos:R:3 method="wB97M-V/def2-TZVPD" gap_ha=0.37573 lumo_energy_ev=0.66
C 5.183 0.391 -0.440
C 5.175 -0.580 0.264
C -0.323 -0.164 -0.599
O 1.846 0.268 0.834
O -0.417 1.021 1.671
F 5.261 1.624 -0.796
F 5.107 -1.811 0.623
S 0.682 1.014 0.400
H 0.017 1.240 2.499
H -0.015 -1.172 -0.349
H -1.367 -0.006 -0.364
H -0.135 0.043 -1.647

***

2.
13
Properties=species:S:1:pos:R:3 method="wB97M-V/def2-TZVPD" gap_ha=0.34386 lumo_energy_ev=-0.96
C -1.150 -0.347 -0.590
C 2.423 -0.288 0.096
C -2.327 0.183 0.160
O 0.406 1.790 -0.243
O 1.578 -0.291 -1.045
O 1.597 -0.207 1.104
F 3.335 0.684 0.013
F 3.204 -1.428 0.030
S 0.312 0.354 -0.187
H -1.094 -1.414 -0.301
H -2.299 1.219 0.466
H -2.597 -0.434 0.947
H -3.388 0.179 -0.450

***

3.
11
Properties=species:S:1:pos:R:3 method="wB97M-V/def2-TZVPD" smiles=FC(F)[C@@H]1O[C@H]1S gap_ha=0.35303 lumo_energy_ev=0.55
F 0.357 1.968 1.865
C -0.269 1.482 0.751
F -1.563 1.258 1.121
C 0.449 0.136 0.393
O 0.781 -0.006 -1.006
C -0.334 -0.800 -0.953
S -0.020 -2.671 -1.037
H -0.071 2.336 -0.087
H 0.772 -0.691 1.057
H -1.346 -0.393 -1.434
H 1.245 -2.619 -0.670

***

4.
10
Properties=species:S:1:pos:R:3 method="wB97M-V/def2-TZVPD" smiles="CC(=S)C(F)F" gap_ha=0.31701 lumo_energy_ev=-0.64
C 0.865 -0.876 0.143
C 0.367 0.427 -0.350
S 1.170 1.692 -0.973
C -1.090 0.561 -0.055
F -1.131 1.095 1.210
F -1.712 -0.613 -0.079
H 0.209 -1.280 0.931
H 0.998 -1.546 -0.657
H 1.848 -0.676 0.586
H -1.523 1.216 -0.756

***

5.
10
Properties=species:S:1:pos:R:3 method="wB97M-V/def2-TZVPD" gap_ha=0.29441 lumo_energy_ev=-0.69
C -1.694 -0.668 -0.319
C 0.862 0.824 0.193
C 0.441 -0.548 0.004
F 0.770 -1.381 1.020
F 1.112 -1.124 -1.071
S -2.454 0.661 0.042
H -2.022 -1.593 -0.378
H 0.703 1.325 -0.752
H 1.986 1.016 0.404
H 0.296 1.489 0.858

***

6.
10
Properties=species:S:1:pos:R:3 method="wB97M-V/def2-TZVPD" smiles="CSC=C(F)F" gap_ha=0.33975 lumo_energy_ev=0.87
C 1.836 0.202 0.066
S 0.646 -1.107 -0.127
C -0.759 -0.079 -0.132
C -2.020 -0.343 -0.053
F -2.975 0.534 -0.062
F -2.543 -1.542 0.067
H 1.832 0.839 -0.794
H 2.834 -0.226 0.257
H 1.663 0.786 0.945
H -0.513 0.936 -0.168

***

7.
10
Properties=species:S:1:pos:R:3 method="wB97M-V/def2-TZVPD" smiles="CC(F)(F)C=S" gap_ha=0.30910 lumo_energy_ev=-1.00
C -0.564 1.066 -0.168
C -0.305 -0.381 0.177
F -1.260 -1.236 -0.265
F -0.270 -0.458 1.524
C 1.010 -0.939 -0.256
S 2.415 -0.289 0.182
H -1.320 1.491 0.499
H -0.887 1.132 -1.216
H 0.418 1.578 -0.014
H 0.763 -1.964 -0.465

***

8.
14
Properties=species:S:1:pos:R:3 method="wB97M-V/def2-TZVPD" smiles="O=NCCOSC(F)(F)F" gap_ha="0.31980 / 0.31974" lumo_energy_ev="-0.26 / -0.26"
O -1.204 -2.991 0.178
N -1.147 -1.816 -0.140
C 0.099 -1.112 0.201
C -0.095 0.390 0.066
O -1.162 0.918 0.861
S -2.393 -0.013 1.289
C -3.505 0.002 -0.218
F -2.814 0.358 -1.298
F -4.512 0.866 -0.076
F -4.035 -1.197 -0.421
H 0.849 -1.427 -0.535
H 0.461 -1.401 1.195
H 0.794 0.924 0.414
H -0.300 0.658 -0.977

***

Calculated DFT total energy in order - -864.9345, -940.2180, -789.7453, -714.5988, -714.5125, -714.5886, -714.5946, -1019.6137 Eh
Calculated energy above the lowest of the compared OMol25 structures with the same formula, charge and spin in order - 3.512, 3.090, 3.309, 0.247, 2.594, 0.526, 0.362, 2.246 eV